A structure of composition C47H65BrClN2O2PPbS2, computed with ωB97M-V/def2-TZVPD.

The geometry in XYZ format:
```
122
Properties=species:S:1:pos:R:3:forces:R:3:mulliken_charge:R:1
Pb 10.693 12.251 10.344 0.7 0.0 -0.2 1.035
S 10.490 11.324 7.422 -1.0 0.9 -1.4 -0.180
C 9.529 12.291 6.369 2.1 -3.2 -0.4 0.242
N 8.653 11.707 5.492 -1.4 2.1 -0.3 0.382
C 7.429 12.460 5.109 -0.8 2.5 1.3 -0.518
C 7.348 13.846 5.930 1.7 -0.8 0.5 -0.896
N 8.680 14.429 6.434 0.2 0.4 -0.3 0.283
C 8.643 15.767 7.079 -0.6 0.1 0.4 -1.337
C 8.110 15.777 8.560 0.2 -1.6 -1.3 0.334
C 7.422 16.863 8.976 -0.8 1.9 0.8 -0.517
C 7.002 17.003 10.301 0.0 0.6 0.2 -0.557
C 7.008 15.940 11.188 -0.2 -0.4 -0.2 -0.512
C 7.569 14.746 10.743 0.4 -0.1 -1.0 -0.448
C 8.203 14.721 9.455 -0.5 -0.4 1.5 0.932
C 9.853 13.735 6.244 -0.6 1.1 0.2 -0.383
S 11.429 14.264 5.912 -2.3 -0.5 0.7 -0.188
C 8.761 10.540 4.627 -1.4 -0.9 2.4 -1.310
C 7.780 9.427 5.114 -0.6 1.1 -2.7 0.981
C 7.791 8.661 6.263 -0.8 0.0 -0.6 -0.388
C 6.880 7.619 6.390 -0.8 0.1 0.0 -0.461
C 5.874 7.364 5.437 1.2 -0.8 0.6 -0.496
C 5.852 8.182 4.314 -0.3 -0.4 -1.0 -0.454
C 6.739 9.231 4.157 0.6 -0.7 1.8 -0.506
H 6.415 11.991 5.345 1.7 -0.3 0.1 0.270
H 7.295 12.702 4.031 1.0 -0.3 0.4 0.383
H 6.714 13.767 6.791 -0.3 -0.4 0.6 0.467
H 6.884 14.578 5.306 0.0 0.6 -0.6 0.504
H 7.949 16.415 6.493 0.6 -0.3 0.3 0.364
H 9.638 16.256 7.124 -0.4 -0.7 -0.5 0.421
H 7.168 17.662 8.281 0.4 0.1 0.1 0.316
H 6.722 17.985 10.676 -0.5 -0.2 -0.3 0.361
H 6.481 16.004 12.152 0.6 0.0 -0.4 0.352
H 7.464 13.846 11.370 0.4 0.4 -0.6 0.400
H 8.704 13.816 9.166 -0.1 -0.3 -0.3 -0.418
H 9.778 10.256 4.521 0.9 -0.5 0.1 0.543
H 8.356 10.875 3.685 0.3 0.0 -0.4 0.399
H 8.365 8.950 7.101 1.1 0.0 0.6 0.391
H 6.951 6.991 7.272 -0.1 0.1 0.0 0.370
H 5.285 6.441 5.612 0.1 1.0 -0.6 0.329
H 5.318 7.977 3.378 -0.7 -0.1 0.9 0.299
H 6.523 9.895 3.335 0.7 0.1 -0.3 0.269
C 12.426 13.256 14.409 -0.6 1.6 0.4 -1.183
C 12.776 13.029 15.887 -2.3 1.6 -0.6 0.081
C 12.237 14.265 16.778 1.2 -1.0 -0.4 -1.315
C 12.569 11.636 16.366 -0.7 -1.6 1.4 1.049
C 13.378 11.428 17.499 1.3 0.2 0.8 -1.301
C 13.741 10.183 17.883 2.9 1.1 1.3 -0.231
C 14.506 9.890 19.190 0.2 1.4 0.7 0.508
C 14.314 8.460 19.597 0.4 -1.6 -0.5 -1.353
C 16.056 10.333 19.209 -3.7 -2.4 4.3 -1.820
C 13.705 9.299 16.750 2.2 -4.1 0.3 0.517
C 12.302 9.184 16.358 -0.3 -0.9 -0.4 0.816
C 11.776 10.497 16.160 -1.1 3.1 -1.5 -1.574
C 11.561 7.948 16.454 1.4 3.9 0.8 1.065
C 10.093 8.129 16.696 0.7 0.0 0.8 -1.445
C 12.341 6.789 16.905 1.0 -1.6 -1.3 -0.937
C 14.844 8.564 16.140 -1.1 2.0 2.5 1.023
C 16.246 8.520 16.537 -1.9 -0.6 2.0 -1.362
C 17.156 9.031 15.713 -0.4 -0.6 0.2 -0.463
C 16.909 9.176 14.360 0.8 1.1 -2.7 -0.816
C 15.752 8.619 13.832 2.7 1.2 0.8 -0.834
C 14.828 8.251 14.784 -4.0 1.1 -1.7 0.512
P 13.383 8.655 13.891 -3.1 -2.9 -1.2 -0.298
C 16.894 3.906 9.981 -1.0 0.3 0.3 0.799
C 15.980 3.259 9.044 -0.6 -0.8 -0.1 -1.252
C 18.256 3.701 9.591 2.6 -0.1 0.2 -1.130
C 16.420 4.305 11.327 0.5 -1.8 -0.3 -1.039
C 16.342 7.190 4.032 0.2 -0.9 -0.4 0.639
C 17.798 6.953 4.365 0.3 -0.5 1.6 -1.055
C 15.614 6.250 3.140 -2.3 0.6 -2.6 -0.939
C 15.528 8.259 4.674 2.4 0.7 0.6 -1.138
H 13.062 14.110 14.105 -0.3 -0.5 -0.4 0.435
H 11.374 13.657 14.326 0.8 -0.7 -0.1 0.279
H 12.574 12.386 13.769 0.1 0.2 0.2 -0.102
H 13.821 13.222 16.036 0.8 -0.4 -0.3 0.516
H 11.165 14.339 16.914 -0.2 -0.2 -0.2 0.346
H 12.622 15.173 16.272 -0.3 -0.4 0.4 0.385
H 12.731 14.177 17.767 -0.5 0.3 -0.5 0.334
H 13.787 12.365 17.895 -0.2 -0.7 0.8 0.340
H 14.067 10.348 20.118 0.0 0.8 -1.5 0.537
H 15.210 8.233 20.241 -1.1 -0.6 -0.5 0.389
H 14.231 7.841 18.646 0.6 0.2 1.5 0.106
H 13.362 8.294 20.157 0.8 0.2 -0.3 0.333
H 16.560 9.428 19.229 1.6 -1.4 -0.6 0.535
H 16.281 10.782 20.181 -0.2 0.2 -0.1 0.349
H 16.265 10.968 18.497 1.3 3.0 -3.9 0.482
H 10.756 10.744 15.871 0.1 -0.6 -0.8 0.206
H 13.099 10.503 12.289 0.3 -1.3 2.1 0.242
H 9.448 7.561 16.095 -0.7 -1.3 -0.8 0.400
H 9.801 9.146 16.499 0.0 0.4 0.3 0.317
H 9.888 7.869 17.765 0.1 0.2 -0.7 0.253
H 12.457 6.682 18.002 -0.6 0.0 -0.5 0.218
H 13.378 6.885 16.521 -0.8 -0.1 0.4 0.179
H 11.987 5.860 16.417 -0.2 0.2 0.7 0.426
H 16.579 8.018 17.432 -0.1 0.6 0.7 0.643
H 18.057 9.255 16.189 1.8 0.1 0.0 0.499
H 17.731 9.688 13.830 -0.7 -0.6 -0.4 0.350
H 15.387 8.478 12.817 1.0 0.2 -0.4 0.630
H 15.829 3.813 8.117 -0.5 0.3 0.0 0.230
H 15.080 3.046 9.605 -0.8 0.0 -0.6 0.372
H 16.381 2.296 8.677 -0.1 0.1 0.3 0.321
H 18.620 4.492 8.914 0.2 0.0 0.2 0.199
H 18.207 2.810 8.984 0.7 -0.4 -0.4 0.326
H 19.044 3.502 10.381 -0.9 0.5 -0.5 0.308
H 15.335 4.135 11.383 0.4 0.6 0.3 0.326
H 16.770 5.280 11.599 -0.2 0.7 0.4 0.290
H 16.919 3.553 11.988 -0.4 0.6 0.3 0.249
H 18.304 5.982 4.112 -0.8 1.0 -1.2 0.321
H 18.038 6.784 5.461 -0.8 1.0 -0.4 0.240
H 18.345 7.867 4.075 0.4 -0.6 0.0 0.272
H 15.450 5.206 3.503 0.3 0.6 -0.2 0.241
H 16.017 6.212 2.059 0.1 -0.3 1.6 0.260
H 14.526 6.670 2.843 2.2 -0.9 1.2 0.236
H 15.436 7.983 5.721 -1.3 -0.4 0.3 0.258
H 14.662 8.492 4.076 -0.5 0.0 0.5 0.373
H 16.108 9.190 4.896 -0.1 -0.3 -0.9 0.294
O 20.041 16.858 12.328 4.7 11.9 0.0 -0.562
H 19.815 16.072 12.335 -3.6 -12.0 0.1 0.241
H 21.019 16.859 12.402 -1.1 0.1 -0.1 0.321
Br 12.519 14.417 10.520 -0.7 -0.4 -0.2 -0.601
O 13.103 10.148 13.245 1.1 1.3 -1.2 -0.242
Cl 8.329 11.345 9.824 -0.4 0.1 0.4 -0.484
```
Positions in Å, forces in eV/Å.

Total energy ... -6454.06717 Eh
Energy above the lowest of the compared OMol25 structures with the same formula, charge and spin ... 41.41 kcal per mole
Gap between HOMO and LUMO (spin up / spin down) ... 4.5096 / 4.5110 eV